No. 1
Molecular formula: C5H8O3Sm
Method: DFT, the ωB97M-V functional and the def2-TZVPD basis

Computed properties:
HOMO energy (alpha / beta) in hartree: -0.2387 / -0.2508
Electronic energy in Eh: -1078.82044
Orbital gap (alpha / beta) in eV: 5.82 / 5.91

Geometry as ORCA input:
```
! RIJCOSX wB97M-V def2-TZVPD def2/J DEFGRID3
* xyz 0 7
Sm 1.35 -2.30 0.86
O 2.00 -0.28 0.41
O 0.10 -0.09 -0.79
C -0.74 -1.01 -1.43
C -1.50 -1.61 -0.25
O -0.64 -1.65 0.86
C 0.85 0.41 0.27
H -1.40 -0.48 -2.12
H -0.17 -1.71 -2.06
H -2.04 -2.53 -0.54
H -2.24 -0.86 0.07
C 1.01 1.89 0.06
C 0.47 1.69 1.47
H 2.05 2.21 -0.01
H 0.29 2.31 -0.66
H 1.18 1.98 2.26
H -0.57 2.02 1.60
*
```

***

No. 2
Molecular formula: C31H31BBaN9STe
Method: DFT, the ωB97M-V functional and the def2-TZVPD basis

Computed properties:
HOMO energy (alpha / beta) in hartree: -0.2607 / -0.2606
Electronic energy in Eh: -2409.39481
Orbital gap (alpha / beta) in eV: 7.34 / 5.02

Geometry as ORCA input:
```
! RIJCOSX wB97M-V def2-TZVPD def2/J DEFGRID3
* xyz 0 2
Ba 0.26 -0.73 -1.00
C 2.98 2.30 -2.28
C 2.15 2.53 -1.06
C 2.46 3.30 0.08
C 1.34 3.18 0.88
N 0.46 2.37 0.27
N 0.96 1.97 -0.93
B -0.97 2.08 0.77
N -1.99 2.01 -0.39
C -3.02 2.83 -0.69
C -3.68 2.30 -1.77
C -2.98 1.13 -2.08
C -3.24 0.16 -3.19
N -1.97 0.96 -1.24
N -1.05 0.71 1.50
C -2.14 0.24 2.13
C -1.82 -0.96 2.72
C -0.47 -1.17 2.38
C 0.38 -2.37 2.65
N -0.02 -0.16 1.65
N -1.35 3.17 1.77
C -1.19 3.14 3.12
C -1.35 4.41 3.60
C -1.57 5.20 2.44
C -1.79 6.68 2.35
N -1.56 4.45 1.35
H 3.72 3.10 -2.39
H 3.52 1.36 -2.23
H 2.35 2.29 -3.17
H 3.34 3.89 0.26
H 1.13 3.64 1.84
H -3.18 3.73 -0.12
H -4.54 2.70 -2.28
H -4.20 0.37 -3.66
H -2.48 0.22 -3.96
H -3.26 -0.87 -2.82
H -3.07 0.80 2.13
H -2.45 -1.61 3.30
H -0.03 -2.95 3.48
H 0.44 -3.02 1.78
H 1.40 -2.06 2.91
H -0.99 2.22 3.64
H -1.31 4.74 4.62
H -2.11 7.08 3.31
H -0.87 7.18 2.07
H -2.54 6.91 1.60
C -4.18 -2.97 -0.42
C -3.98 -4.30 -0.73
C -2.69 -4.76 -0.93
C -1.61 -3.89 -0.82
N -1.82 -2.59 -0.54
C -3.06 -2.15 -0.34
C -0.21 -4.34 -1.01
C 0.12 -5.66 -0.67
C 1.41 -6.12 -0.83
C 2.38 -5.26 -1.34
C 2.03 -3.95 -1.66
C 0.74 -3.43 -1.52
H -5.17 -2.56 -0.26
H -4.82 -4.98 -0.83
H -2.52 -5.80 -1.20
H -3.17 -1.10 -0.12
H -0.64 -6.32 -0.26
H 1.67 -7.14 -0.56
H 3.40 -5.62 -1.47
H 2.83 -3.32 -2.05
Te 3.38 -0.23 0.90
C 5.05 -0.39 -0.30
C 6.33 0.02 -0.02
C 7.24 -0.20 -1.08
C 6.63 -0.77 -2.17
S 4.97 -1.05 -1.89
H 6.61 0.46 0.93
H 8.29 0.05 -1.04
H 7.08 -1.06 -3.10
*
```

***

No. 3
Molecular formula: C20H60O10S10
Method: DFT, the ωB97M-V functional and the def2-TZVPD basis

Computed properties:
HOMO energy in hartree: -0.3113
Electronic energy in Eh: -5531.91486
Orbital gap in eV: 8.68

Geometry as ORCA input:
```
! RIJCOSX wB97M-V def2-TZVPD def2/J DEFGRID3
* xyz 0 1
C 7.12 13.72 10.47
S 6.07 15.14 10.56
O 5.33 15.12 11.86
C 7.43 16.30 10.79
H 7.57 13.64 9.45
H 6.45 12.85 10.57
H 7.85 13.63 11.21
H 8.29 16.14 10.08
H 7.94 16.06 11.78
H 7.18 17.36 10.65
C 10.47 18.64 13.48
S 11.03 19.25 11.86
O 12.45 19.46 11.97
C 10.71 17.70 10.92
H 10.84 17.65 13.87
H 9.41 18.73 13.32
H 10.78 19.47 14.10
H 9.95 17.96 10.25
H 10.48 16.81 11.61
H 11.68 17.66 10.40
C 10.96 8.41 11.61
S 10.44 7.10 10.51
O 9.78 7.76 9.37
C 12.06 6.62 9.91
H 11.67 8.01 12.32
H 10.08 8.81 12.17
H 11.36 9.23 11.06
H 12.38 7.32 9.13
H 11.91 5.64 9.54
H 12.70 6.59 10.74
C 15.06 17.88 13.64
S 15.01 16.34 12.84
O 13.57 15.90 12.87
C 15.32 16.84 11.12
H 15.91 18.51 13.63
H 14.90 17.62 14.70
H 14.20 18.47 13.30
H 14.97 16.03 10.54
H 16.39 16.92 10.92
H 14.73 17.81 11.00
C 10.19 9.85 7.28
S 9.10 10.89 8.31
O 9.84 12.19 8.45
C 7.90 11.30 6.89
H 10.96 9.34 7.85
H 10.50 10.55 6.52
H 9.58 9.10 6.85
H 7.44 10.44 6.31
H 8.58 11.81 6.24
H 7.12 11.98 7.26
C 7.80 12.09 17.20
S 8.85 13.28 16.39
O 10.07 12.47 16.06
C 7.88 13.58 14.91
H 7.40 11.46 16.43
H 7.01 12.65 17.69
H 8.44 11.39 17.74
H 8.47 14.18 14.20
H 6.89 13.95 15.19
H 7.84 12.60 14.43
C 7.46 7.20 13.18
S 7.35 8.86 13.82
O 8.19 9.71 12.88
C 5.67 9.19 13.27
H 8.49 6.92 13.28
H 7.21 7.07 12.11
H 6.76 6.66 13.86
H 4.98 8.40 13.52
H 5.82 9.35 12.12
H 5.27 10.10 13.62
C 11.72 14.05 11.01
S 10.86 13.60 12.53
O 9.65 14.48 12.57
C 10.24 11.96 12.04
H 11.02 14.07 10.17
H 12.60 13.44 10.77
H 12.05 14.98 11.47
H 10.94 11.17 12.29
H 10.11 12.00 10.94
H 9.31 11.77 12.62
C 13.58 9.69 15.66
S 12.01 9.16 15.03
O 12.30 7.74 14.60
C 11.08 9.23 16.52
H 13.56 10.69 16.13
H 14.17 9.69 14.75
H 13.89 8.92 16.35
H 10.11 8.78 16.31
H 10.94 10.24 16.73
H 11.53 8.67 17.35
C 12.77 14.48 15.89
S 14.18 13.72 16.52
O 15.14 14.83 16.92
C 13.51 13.21 18.11
H 12.95 14.73 14.85
H 12.67 15.37 16.46
H 11.87 13.81 15.94
H 12.67 12.62 17.75
H 13.23 14.02 18.75
H 14.24 12.56 18.60
*
```

***

No. 4
Molecular formula: C16H50N6O9
Method: DFT, the ωB97M-V functional and the def2-TZVPD basis

Computed properties:
HOMO energy (alpha / beta) in hartree: 0.0074 / -0.2570
Electronic energy in Eh: -1645.30927
Orbital gap (alpha / beta) in eV: 2.23 / 9.37

Geometry as ORCA input:
```
! RIJCOSX wB97M-V def2-TZVPD def2/J DEFGRID3
* xyz -1 2
C 1.86 -5.87 -0.68
C 1.95 -4.84 0.38
O 1.88 -3.53 -0.21
H 1.49 -6.80 -0.27
H 2.85 -6.03 -1.12
H 1.20 -5.56 -1.49
H 2.87 -4.92 0.97
H 1.12 -4.82 1.08
H 2.71 -3.05 -0.31
C 4.99 1.84 0.43
C 3.76 1.09 0.83
O 2.69 2.04 1.23
H 4.84 2.24 -0.57
H 5.86 1.21 0.24
H 5.11 2.67 1.14
H 3.98 0.40 1.65
H 3.33 0.55 -0.01
H 1.86 1.78 0.82
C 1.99 3.30 -2.92
C 0.83 2.94 -3.83
O 0.75 3.83 -4.94
H 2.06 2.70 -2.02
H 1.92 4.36 -2.67
H 2.99 3.17 -3.32
H -0.11 3.05 -3.30
H 0.82 1.91 -4.21
H 1.47 3.67 -5.55
C -4.26 0.91 -3.65
C -4.46 1.66 -2.39
O -3.37 2.57 -2.13
H -4.10 1.60 -4.48
H -5.11 0.28 -3.91
H -3.35 0.32 -3.58
H -4.37 0.93 -1.59
H -5.43 2.13 -2.25
H -3.15 3.02 -2.95
C -2.50 1.88 2.28
C -3.52 1.30 1.29
O -4.51 0.63 1.98
H -1.72 2.29 1.64
H -2.24 1.07 2.96
H -2.98 2.64 2.90
H -3.11 0.68 0.49
H -4.02 2.12 0.77
H -5.35 0.86 1.59
C 0.05 0.54 -0.42
O 0.49 1.50 0.14
N -0.92 0.48 -1.28
N 0.70 -0.60 -0.42
H -1.46 1.30 -1.52
H -1.31 -0.44 -1.44
H 0.14 -1.31 -0.88
H 1.52 -0.80 0.14
C 0.87 5.22 1.55
O 0.62 6.36 1.70
N 0.15 4.39 0.82
N 1.96 4.64 2.03
H 0.45 3.44 0.67
H -0.74 4.73 0.48
H 2.69 5.19 2.47
H 2.11 3.65 1.91
C -2.05 -3.31 -1.70
O -1.80 -2.14 -2.00
N -3.26 -3.72 -1.55
N -1.20 -4.25 -1.35
H -4.06 -3.26 -1.98
H -3.39 -4.66 -1.22
H -0.22 -3.98 -1.29
H -1.52 -5.10 -0.91
C 0.77 -1.69 2.79
C 0.40 -2.78 3.80
C 1.63 -3.63 4.24
O 0.01 -2.07 4.95
H 0.01 -0.96 2.52
H 1.21 -2.16 1.90
H 1.54 -1.12 3.31
H -0.40 -3.40 3.40
H 2.30 -3.02 4.85
H 2.05 -4.19 3.40
H 1.26 -4.40 4.91
H -0.10 -2.68 5.69
*
```

***

No. 5
Molecular formula: C31H27Br2N5OPRhS3
Method: DFT, the ωB97M-V functional and the def2-TZVPD basis

Computed properties:
HOMO energy in hartree: -0.2730
Electronic energy in Eh: -8341.15725
Orbital gap in eV: 7.09

Geometry as ORCA input:
```
! RIJCOSX wB97M-V def2-TZVPD def2/J DEFGRID3
* xyz 0 1
Rh -0.36 -1.25 -0.41
C -5.49 -1.00 -3.78
C -4.67 -2.27 -3.62
N -4.11 -2.41 -2.29
C -2.94 -1.84 -1.92
S -2.40 -2.17 -0.30
N -2.33 -1.05 -2.75
N -1.13 -0.55 -2.31
C -0.68 0.48 -2.94
C -1.47 1.24 -3.96
C 0.73 0.84 -2.73
C 1.30 1.98 -3.31
C 2.68 2.13 -3.26
C 3.44 1.14 -2.65
C 2.78 0.08 -2.05
N 1.47 -0.07 -2.08
H -5.98 -0.99 -4.75
H -4.85 -0.12 -3.70
H -6.26 -0.94 -3.01
H -3.84 -2.27 -4.33
H -5.28 -3.15 -3.81
H -4.51 -3.08 -1.65
H -2.45 0.79 -4.09
H -0.95 1.26 -4.91
H -1.59 2.27 -3.62
H 0.68 2.72 -3.79
H 3.15 3.00 -3.69
H 4.52 1.21 -2.61
H 3.33 -0.70 -1.53
Br 1.67 -5.69 -1.83
C 1.19 -5.07 -0.11
C 1.40 -5.90 1.00
C 1.06 -5.48 2.26
Br 1.35 -6.65 3.72
C 0.49 -4.21 2.47
C 0.07 -3.69 3.72
C -0.51 -2.46 3.78
C -0.65 -1.70 2.61
N -0.22 -2.13 1.45
C 0.32 -3.38 1.34
C 0.65 -3.80 0.01
O 0.46 -3.00 -1.00
H 1.83 -6.88 0.85
H 0.19 -4.29 4.61
H -0.86 -2.05 4.71
H -1.11 -0.72 2.62
S 2.17 -0.26 1.18
P 0.89 1.25 1.28
S -0.95 0.92 0.39
C 1.57 2.79 0.59
C 2.94 2.98 0.52
C 3.46 4.19 0.08
C 2.60 5.21 -0.30
C 1.22 5.03 -0.23
C 0.71 3.82 0.22
C 0.57 1.73 3.01
C -0.68 2.13 3.45
C -0.86 2.51 4.77
C 0.21 2.48 5.65
C 1.46 2.08 5.21
C 1.64 1.70 3.89
H 3.60 2.17 0.80
H 4.53 4.33 0.02
H 3.00 6.15 -0.65
H 0.55 5.82 -0.52
H -0.36 3.68 0.27
H -1.52 2.14 2.76
H -1.84 2.81 5.11
H 0.06 2.77 6.69
H 2.30 2.05 5.90
H 2.61 1.36 3.55
*
```

***

No. 6
Molecular formula: C3H6N2O2
Method: DFT, the ωB97M-V functional and the def2-TZVPD basis

Computed properties:
HOMO energy (alpha / beta) in hartree: -0.1511 / -0.3882
Electronic energy in Eh: -377.68470
Orbital gap (alpha / beta) in eV: 4.75 / 9.38

Geometry as ORCA input:
```
! RIJCOSX wB97M-V def2-TZVPD def2/J DEFGRID3
* xyz 0 3
C 0.32 -0.11 1.91
C 0.39 0.15 -0.58
C -0.89 -0.14 -0.78
N 0.77 -0.57 3.00
N -1.45 -0.09 -2.06
O 1.38 0.52 -1.39
O 0.98 -0.15 0.69
H -0.76 0.37 1.95
H -1.59 -0.33 0.05
H 1.64 -0.96 2.84
H -2.22 0.62 -2.21
H -0.70 0.04 -2.72
H 2.13 0.66 -0.71
*
```

***

No. 7
Molecular formula: C5H25N2O7
Method: DFT, the ωB97M-V functional and the def2-TZVPD basis

Computed properties:
HOMO energy (alpha / beta) in hartree: -0.6174 / -0.6174
Electronic energy in Eh: -841.03617
Orbital gap (alpha / beta) in eV: 10.35 / 5.21

Geometry as ORCA input:
```
! RIJCOSX wB97M-V def2-TZVPD def2/J DEFGRID3
* xyz 2 2
N 0.30 1.17 0.96
C -0.23 0.42 -0.20
C 0.79 -0.59 -0.73
C -0.50 1.44 -1.30
N -1.45 1.27 -2.34
C -2.54 0.34 -2.48
C -2.02 -1.03 -2.96
O 0.15 2.45 -1.38
H -0.46 1.71 1.38
H 0.74 0.45 1.76
H 1.05 1.82 0.72
H -1.10 -0.15 0.14
H 1.23 -1.17 0.09
H 1.53 -0.18 -1.41
H 0.31 -1.50 -1.09
H -1.25 1.93 -3.09
H -3.05 0.17 -1.53
H -3.19 0.79 -3.22
H -1.33 -1.62 -2.37
H -1.42 -0.89 -3.87
H -2.87 -1.65 -3.25
H 3.01 0.15 0.23
H 4.02 0.97 1.01
O 3.21 0.46 1.12
H 3.26 -3.11 -1.54
H 3.64 -3.21 -0.08
O 3.01 -2.79 -0.67
H -3.00 2.69 -0.33
H -1.94 3.71 0.37
O -2.25 2.81 0.27
H 0.97 -2.18 2.32
H 0.72 -3.60 2.82
O 1.36 -2.88 2.85
H -1.59 -1.27 2.71
H -2.82 -1.69 1.91
O -1.89 -1.45 1.81
H 1.23 0.19 3.77
H 1.87 -0.79 2.85
O 1.07 -0.25 2.92
*
```

***

No. 8
Molecular formula: C5H8N
Method: DFT, the ωB97M-V functional and the def2-TZVPD basis

Computed properties:
HOMO energy in hartree: -0.5158
Electronic energy in Eh: -249.64583
Orbital gap in eV: 8.07

Geometry as ORCA input:
```
! RIJCOSX wB97M-V def2-TZVPD def2/J DEFGRID3
* xyz 1 1
C 1.85 2.76 0.89
C 1.18 1.90 1.39
C -0.77 -0.46 0.95
C -1.10 -1.45 0.11
C 0.17 -0.66 -1.68
N -0.70 -1.50 -1.26
H 2.27 3.36 0.19
H -0.52 0.46 0.45
H -1.17 -0.58 1.95
H -1.46 -2.36 0.48
H 0.63 1.26 2.12
H 0.34 -0.67 -2.74
H 0.57 0.15 -1.09
H -1.31 -2.21 -1.76
*
```

***

No. 9
Molecular formula: C11H15N
Method: DFT, the ωB97M-V functional and the def2-TZVPD basis

Computed properties:
HOMO energy in hartree: -0.2838
Electronic energy in Eh: -482.85511
Orbital gap in eV: 8.68
SMILES: Cc1c[nH]c2ccccc12.CC

Geometry as ORCA input:
```
! RIJCOSX wB97M-V def2-TZVPD def2/J DEFGRID3
* xyz 0 1
C 2.58 0.33 0.65
C 0.15 -0.27 0.88
C 1.50 -0.24 1.43
C -0.65 -1.19 1.66
C 1.48 -1.13 2.49
C -0.36 0.30 -0.23
C -1.54 -0.04 -0.75
C -2.40 -0.90 0.03
C -1.92 -1.52 1.21
N 0.24 -1.66 2.70
H 0.42 0.85 -0.80
H -2.01 0.38 -1.67
H -3.44 -0.99 -0.20
H 2.91 1.33 0.74
H 2.29 0.30 -0.43
H 2.27 -1.49 3.19
H 0.00 -2.26 3.40
H -2.53 -2.16 1.71
H 3.45 -0.35 0.67
C 0.00 1.77 -3.63
C 0.19 3.14 -4.12
H -0.50 1.04 -4.38
H 0.94 1.19 -3.49
H -0.55 1.63 -2.71
H 1.21 3.40 -3.76
H -0.50 3.89 -3.67
H 0.15 3.39 -5.20
*
```

***

No. 10
Molecular formula: C4H9N3
Method: DFT, the ωB97M-V functional and the def2-TZVPD basis

Computed properties:
HOMO energy in hartree: -0.3040
Electronic energy in Eh: -321.98946
Orbital gap in eV: 9.26

Geometry as ORCA input:
```
! RIJCOSX wB97M-V def2-TZVPD def2/J DEFGRID3
* xyz 0 1
C 1.26 1.47 -0.51
C -0.49 -0.67 -1.36
C 0.78 0.35 0.35
N -1.43 -0.57 0.89
N -1.58 -1.38 -1.64
C 1.42 -0.04 1.46
N -0.41 -0.27 -0.09
H -2.03 0.24 0.98
H -1.00 -0.74 1.80
H -1.74 -1.66 -2.59
H -2.28 -1.60 -0.96
H 2.17 1.92 -0.10
H 1.46 1.10 -1.51
H 0.49 2.23 -0.59
H 1.08 -0.86 2.07
H 2.30 0.47 1.80
*
```

***

No. 11
Molecular formula: C8H13N3O
Method: DFT, the ωB97M-V functional and the def2-TZVPD basis

Computed properties:
HOMO energy in hartree: -0.3155
Electronic energy in Eh: -552.00404
Orbital gap in eV: 9.33
SMILES: Cc1nnc(C2CCNCC2)o1

Geometry as ORCA input:
```
! RIJCOSX wB97M-V def2-TZVPD def2/J DEFGRID3
* xyz 0 1
C -3.44 1.41 0.03
C -2.53 0.22 -0.21
C -0.82 -0.97 0.07
C 0.57 -1.39 0.01
C 1.24 -0.94 1.35
C 1.38 0.59 1.19
C 1.92 0.60 -1.23
C 1.37 -0.83 -1.28
H -3.45 1.68 1.09
H -3.04 2.17 -0.67
H -4.55 1.13 -0.25
H 0.47 -2.48 0.08
H 2.15 -1.57 1.43
H 0.56 -1.33 2.31
H 0.17 0.80 1.13
H 1.80 0.93 2.21
H 2.71 1.99 -0.11
H 1.07 1.29 -1.43
H 2.91 0.71 -1.87
H 0.65 -0.98 -2.09
H 2.26 -1.52 -1.67
N -2.82 -1.00 -0.24
N -1.77 -1.85 -0.06
N 2.34 0.96 0.13
O -1.16 0.39 0.07
*
```